a.
16
Properties=species:S:1:pos:R:3:nbo_charge:R:1 method="wB97M-V/def2-TZVPD" e_homo_ev=-8.4
C 0.824 1.735 0.402 -0.402
N 1.018 0.428 -0.183 -0.642
C 2.341 -0.123 -0.022 -0.406
H 0.903 1.726 1.494 0.161
H 1.591 2.389 0.003 0.189
H -0.163 2.101 0.129 0.200
H 0.300 -0.267 -0.098 0.356
H 2.546 -0.888 -0.759 0.194
H 2.537 -0.595 0.965 0.157
H 3.071 0.679 -0.114 0.190
C -2.552 -0.965 -0.744 -0.724
S -2.953 -1.332 0.983 -0.046
H -2.820 -1.804 -1.376 0.216
H -3.145 -0.115 -1.054 0.229
H -1.502 -0.740 -0.856 0.210
H -1.995 -2.231 1.230 0.117

***

b.
16
Properties=species:S:1:pos:R:3:nbo_charge:R:1 method="wB97M-V/def2-TZVPD" e_homo_ev=-6.5
C -0.588 3.114 0.785 -0.704
S -0.985 1.358 0.412 -0.666
H -1.194 3.365 1.644 0.199
H -0.920 3.743 -0.040 0.195
H 0.469 3.275 0.951 0.192
C 0.880 -0.970 -1.381 -0.430
N 0.642 -1.109 0.100 -0.583
C -0.512 -1.977 0.370 -0.429
H 1.941 -1.085 -1.589 0.207
H 0.510 0.018 -1.651 0.266
H 0.336 -1.753 -1.899 0.208
H 1.525 -1.376 0.523 0.409
H 0.398 -0.124 0.454 0.443
H -0.314 -2.973 -0.016 0.205
H -0.774 -1.932 1.426 0.237
H -1.414 -1.576 -0.089 0.250

***

Looking at the structures above, a is most stable, and the difference to the next one is 18.9 kcal/mol.